[1]
Density functional theory data (the ωB97M-V functional and the def2-TZVPD basis) for CHLiO2Zn as an isolated structure at a distorted geometry.

Element x y z (Å)
O  0.2964  1.1445  2.8654
C  0.7443  0.6701  1.8277
H  1.7530  0.2154  1.7702
O  -0.0576  0.3366  0.8603
Li  -1.5676  1.0842  2.1772
Zn  -0.0116  -0.2325  -0.7868

Results
largest force on an atom: 0.0959 hartree/bohr
Kohn-Sham gap: 7.075 eV
charge: +2
highest occupied orbital energy: -20.814 eV
ΔE to the lowest compared entry with this formula, charge and spin: 0.0000 eV

[2]
Density functional theory data (the ωB97M-V functional and the def2-TZVPD basis) for an isolated ion of composition C6H11N2S and charge +1 at a distorted geometry.

Element x y z (Å)
C  0.9823  -0.3136  1.6146
C  1.1120  -1.3291  2.4972
C  0.7625  1.4494  -0.7773
C  -1.6229  0.7465  -0.2524
C  -0.1741  -0.5589  -1.7733
C  -0.2020  0.2993  -0.4607
N  -0.4706  -1.8658  0.7976
N  0.1770  -0.6069  0.6425
S  0.0996  -2.5816  2.0355
H  1.4666  0.6075  1.7490
H  1.7947  -1.3234  3.3375
H  0.4067  1.6557  -1.8409
H  0.4225  2.3121  -0.0673
H  1.8170  1.1015  -0.6946
H  -1.8359  1.4068  0.5966
H  -2.0382  1.4865  -1.0538
H  -2.2879  -0.0698  -0.2456
H  -0.4952  -1.4964  -1.5515
H  -0.7106  -0.1124  -2.5346
H  0.7964  -0.8072  -2.0187

Results
largest force on an atom: 0.0950 hartree/bohr
Kohn-Sham gap: 10.012 eV
charge: +1
highest occupied orbital energy: -15.262 eV
ΔE to the lowest compared entry with this formula, charge and spin: 3.1853 eV

Number 1: electronic energy -1975.3246 Ha. Number 2: electronic energy -742.5924 Ha.